Entry from the OMol25 dataset: a 2-piece molecular cluster, C29H36O2 overall at a distorted geometry (ωB97M-V/def2-TZVPD).

Structure (XYZ):
```
67
Properties=species:S:1:pos:R:3:forces:R:3
C 0.95477 3.11492 3.93046 0.12 -0.13 0.00
C -0.11877 2.50695 3.00434 0.37 0.19 -0.58
C 0.02177 0.98673 3.11394 -0.03 -0.03 -0.02
C -1.47751 2.98925 3.51302 -0.08 -0.16 -0.08
C 0.09253 2.91115 1.51486 -0.63 -0.34 -0.40
C -0.90922 2.60809 0.47756 1.58 1.36 -0.05
O -1.88510 1.82469 0.70582 -1.10 -0.72 -0.14
C -0.70677 3.22589 -0.84435 -0.54 -0.52 0.67
C -1.84219 3.22696 -1.91948 0.60 0.00 0.21
C -1.38848 3.97540 -3.18379 -0.11 0.10 -0.10
C -3.08386 3.92643 -1.36006 0.08 0.07 0.07
C -2.21930 1.81003 -2.36429 -0.01 -0.18 0.08
C 0.52496 3.79714 -1.11950 0.05 0.06 -0.11
C 1.54682 3.87202 -0.18105 0.25 0.24 -0.09
C 1.29362 3.47425 1.12529 0.22 0.23 -0.02
H 0.97597 4.20712 3.85621 0.04 -0.12 0.00
H 0.74935 2.85043 4.97942 -0.08 0.03 -0.27
H 1.95627 2.71749 3.70123 -0.30 0.21 0.05
H -0.57894 0.49610 2.35281 -0.02 -0.06 -0.04
H 1.06500 0.70938 2.92894 -0.14 -0.06 0.11
H -0.28619 0.63098 4.10333 0.10 -0.06 0.01
H -2.29128 2.56443 2.92261 0.02 0.09 -0.02
H -1.59968 2.69013 4.55830 -0.06 0.05 0.05
H -1.53512 4.07930 3.44984 -0.04 -0.08 0.02
H -0.51985 3.48417 -3.64053 -0.14 0.15 0.07
H -2.19104 3.97629 -3.93781 0.10 -0.04 0.26
H -1.13945 5.02348 -2.96793 0.01 -0.24 -0.06
H -3.42060 3.41862 -0.45215 -0.01 0.08 -0.08
H -2.84185 4.96857 -1.11818 -0.13 -0.15 -0.01
H -3.88667 3.91330 -2.10841 0.03 0.03 0.12
H -2.65544 1.24924 -1.53488 0.07 0.07 -0.11
H -2.94698 1.85317 -3.18820 0.12 -0.01 0.13
H -1.32769 1.27759 -2.71656 -0.12 0.00 0.02
H 0.70242 4.22220 -2.10416 0.06 -0.12 0.19
H 2.51517 4.29603 -0.46179 -0.34 -0.11 0.16
H 2.06679 3.63884 1.87088 -0.06 -0.03 -0.17
C -9.30322 0.19478 4.02577 0.29 0.00 0.04
O -7.97310 0.12591 4.57583 0.38 0.11 -0.59
C -6.89562 0.17108 3.75433 0.10 -0.37 -0.31
C -5.62123 0.11139 4.37497 -0.77 0.12 -0.01
C -4.47953 0.18649 3.61652 0.06 -0.02 -0.62
C -4.52410 0.21160 2.18525 -0.76 0.80 0.33
C -3.27647 0.07760 1.48957 -0.51 -1.53 0.88
C -3.11659 -0.77289 0.35432 0.25 -0.16 -1.07
C -1.82997 -0.92573 -0.24175 -0.05 0.10 0.17
C -1.62441 -1.75026 -1.33683 -0.29 0.13 0.24
C -2.70153 -2.43323 -1.92111 0.36 -0.11 0.42
C -2.49811 -3.30068 -3.12303 0.00 -0.02 -0.19
C -3.95874 -2.35651 -1.31444 -0.26 0.23 0.33
C -4.17219 -1.55883 -0.20046 0.16 0.37 0.04
C -5.81902 0.29104 1.58441 0.54 -0.24 0.08
C -6.97754 0.22642 2.33849 -0.17 0.11 0.54
H -9.94395 0.16598 4.90998 0.01 -0.01 -0.32
H -9.47169 1.12987 3.46630 0.17 -0.29 0.24
H -9.50839 -0.66649 3.37243 0.08 0.21 0.24
H -5.58314 0.00314 5.45945 0.02 0.16 -0.31
H -3.51650 0.16805 4.11979 -0.06 0.00 -0.15
H -2.40476 0.25368 2.10536 -0.06 0.21 -0.31
H -0.99996 -0.33939 0.14542 -0.23 -0.04 0.03
H -0.61546 -1.85898 -1.73663 -0.32 0.10 -0.03
H -3.44084 -3.41001 -3.66372 0.16 -0.06 -0.05
H -1.74539 -2.86766 -3.78540 -0.11 -0.03 0.00
H -2.14347 -4.30155 -2.84935 -0.09 0.15 0.07
H -4.78480 -2.94965 -1.71289 0.24 0.20 0.08
H -5.15941 -1.53161 0.26356 0.41 -0.21 -0.18
H -5.91432 0.39911 0.50168 0.13 0.00 0.36
H -7.95338 0.20024 1.84333 0.45 0.22 0.19
```
Positions in Å, forces in eV/Å.

For the relative energy (zero: lowest compared OMol25 entry of this formula, charge and spin), the calculation gives 0.000 eV. The value obtained for the LUMO energy is -2.11 eV. Its multiplicity is 1. The calculation puts the total energy at -34749.4584 eV. As for the HOMO energy: -5.7806 eV. For the HOMO-LUMO gap, the calculation gives 3.67 eV.

Atomic partial charges in e from the Mulliken method, atoms 1 to 4:
1 C -2.25
2 C 2.65
3 C -1.29
4 C -1.64

***

Entry from the OMol25 dataset: C29H37AsCl2HgN4O2Si as an isolated structure at a distorted geometry (ωB97M-V/def2-TZVPD).

Structure (XYZ):
```
77
Properties=species:S:1:pos:R:3:forces:R:3
Hg 0.28641 0.53481 0.45425 -0.66 -0.31 -0.26
C 0.55811 0.40581 4.98435 -0.17 0.02 0.04
C 1.94111 0.36741 5.23675 0.07 -0.03 -0.25
C 2.80401 0.25531 4.18335 0.10 -0.03 0.30
C 2.31691 0.17441 2.85465 0.02 -0.05 -0.35
N 0.96021 0.19311 2.63925 0.38 -0.11 0.10
C 0.14231 0.33841 3.67245 -0.19 0.02 0.33
C 3.17191 0.14921 1.71245 -0.36 0.02 0.22
C 4.58451 0.07121 1.80745 0.29 -0.03 -0.03
C 5.36241 0.11931 0.68685 -0.15 0.03 0.15
C 4.74181 0.26701 -0.56825 0.04 -0.03 -0.16
C 3.36511 0.32681 -0.59885 0.15 0.02 -0.43
N 2.59401 0.24941 0.47095 -0.34 0.20 0.16
H -0.15549 0.51551 5.78605 -0.10 0.03 -0.01
H 2.31351 0.46171 6.24815 0.07 -0.04 0.03
H 3.86781 0.26241 4.36635 0.03 0.01 0.00
H -0.90849 0.41631 3.42755 -0.04 0.02 0.00
H 5.05161 -0.02169 2.77625 0.01 -0.03 0.02
H 6.44061 0.06071 0.75945 0.03 0.00 0.06
H 5.32411 0.35321 -1.47215 -0.04 -0.02 -0.12
H 2.84411 0.45031 -1.54585 0.02 0.03 0.06
C 1.68811 0.24831 -4.73355 -0.12 0.02 0.30
As 0.38781 0.36151 -3.21375 0.11 -0.09 -0.66
C -0.97759 1.39161 -4.18855 -0.01 0.02 0.02
C -0.52249 -1.35619 -3.49405 0.05 0.05 0.00
H 1.24991 -0.20839 -5.61935 -0.16 -0.03 -0.01
H 2.56041 -0.33659 -4.44015 0.00 0.00 0.06
H 2.02811 1.25241 -4.99355 -0.03 -0.01 0.09
H -1.20949 0.92961 -5.14985 0.11 -0.07 0.01
H -0.65259 2.41751 -4.35775 0.06 0.01 0.07
H -1.88049 1.42161 -3.58215 -0.02 0.02 0.04
H -0.83389 -1.48009 -4.53115 0.05 0.06 -0.07
H -1.40329 -1.34059 -2.85865 -0.04 0.00 0.05
H 0.09391 -2.20199 -3.19695 0.04 0.00 0.03
C -2.14869 -2.68229 -0.64375 -0.03 0.58 0.43
Si -2.71609 -1.18909 0.42395 -0.14 -1.19 0.16
C -4.62519 -1.45719 0.36255 0.54 0.55 -0.09
C -2.31919 -1.67119 2.24025 -0.01 0.33 -0.67
N -1.94249 0.25331 -0.12055 0.63 -0.52 0.39
C -2.53609 1.44321 -0.47795 0.05 0.38 -0.19
C -1.78989 2.45131 -1.11635 0.17 -0.05 0.02
C -2.33239 3.67891 -1.43365 0.03 0.05 0.02
C -3.65839 3.96241 -1.14725 -0.17 0.13 -0.06
C -4.42829 2.97231 -0.56055 -0.12 0.14 -0.05
C -3.88749 1.74311 -0.24105 0.06 -0.15 0.08
H -2.47249 -3.61639 -0.19225 -0.06 -0.17 0.20
H -1.06959 -2.70579 -0.73275 0.22 -0.05 -0.12
H -2.56859 -2.65249 -1.64545 -0.12 0.10 -0.14
H -4.83849 -2.51349 0.51245 0.18 -0.19 0.05
H -5.04689 -1.17649 -0.59615 -0.12 0.10 -0.26
H -5.15589 -0.90939 1.13485 -0.11 0.16 0.16
H -2.73749 -2.64599 2.47925 -0.10 -0.22 -0.11
H -2.73039 -0.96539 2.95905 -0.04 0.18 0.01
H -1.24789 -1.72009 2.39815 0.22 0.02 0.13
H -0.73709 2.27521 -1.32185 -0.13 0.02 0.05
H -1.70389 4.43841 -1.88435 0.04 -0.02 -0.02
H -4.07949 4.93601 -1.35725 -0.01 0.04 -0.05
H -5.46919 3.16461 -0.32495 -0.01 0.00 0.00
H -4.51169 1.00991 0.23855 -0.11 -0.10 0.12
Cl -1.09879 5.54001 1.53815 -0.31 0.26 -0.04
C 0.49101 4.82251 1.31495 0.06 -0.36 -0.41
Cl 1.45481 4.99801 2.78185 0.35 0.13 0.35
C 0.38251 3.30371 0.99355 -0.02 1.13 0.34
O -0.41469 2.64321 1.65565 -0.53 -0.40 0.38
O 1.14631 2.92021 0.09765 0.47 -0.37 -0.78
H 1.00131 5.34631 0.50665 -0.11 -0.08 0.21
C 1.47911 -5.09829 -0.25105 0.01 0.34 0.09
C 0.97011 -4.52749 0.90935 0.14 -0.29 -0.19
C 0.92101 -3.14809 1.00005 0.05 0.09 0.07
N 1.29861 -2.33309 0.02265 -0.09 -0.18 0.03
C 1.80581 -2.88519 -1.07205 0.08 0.21 0.03
C 1.93881 -4.24969 -1.25165 -0.09 -0.35 0.08
H 1.52631 -6.17259 -0.36605 0.04 -0.03 0.00
H 0.62901 -5.14099 1.73085 -0.04 -0.01 0.04
H 0.56641 -2.66249 1.89595 -0.11 0.05 0.17
H 2.12881 -2.18519 -1.83125 0.08 0.03 -0.15
H 2.39191 -4.64379 -2.15015 -0.05 0.01 -0.09
```
Positions in Å, forces in eV/Å.

As for the total charge: -1. The expectation value of S² is 0.77. The value obtained for the LUMO energy (alpha / beta) is 2.57 / 2.57 eV. Its multiplicity is 2. The calculation puts the total energy at -138667.3950 eV. As for the HOMO energy (alpha / beta): -2.1696 / -4.4197 eV. For the HOMO-LUMO gap (alpha / beta), the calculation gives 4.74 / 6.99 eV.

Atomic partial charges in e from the Mulliken method, atoms 1 to 4:
1 Hg 2.17
2 C -1.26
3 C -0.40
4 C -1.40

***

Entry from the OMol25 dataset: C29H37BrN4O8PPtS2Te as an isolated structure at a distorted geometry (ωB97M-V/def2-TZVPD).

Structure (XYZ):
```
84
Properties=species:S:1:pos:R:3:forces:R:3
Pt 1.16697 0.02258 1.86177 1.28 -1.54 -0.73
C -4.76033 -1.63722 1.30327 0.08 0.00 0.09
C -3.54323 -1.46392 2.16677 0.06 -0.17 0.03
C -2.65563 -2.51182 2.37407 -0.15 0.11 0.18
C -1.50483 -2.33342 3.12917 0.00 -0.01 0.21
C -1.22393 -1.08912 3.66327 0.34 -0.16 0.40
C -2.14203 -0.05922 3.54047 -0.24 0.10 0.09
C -3.28993 -0.24242 2.79017 0.18 -0.02 0.13
S 0.21637 -0.85862 4.71737 -0.50 0.33 0.46
O -0.19063 0.11938 5.70037 -0.01 0.15 -0.15
O 0.60837 -2.14362 5.23697 0.18 -0.16 -0.34
N 1.42627 -0.16662 3.81507 -1.45 0.26 -0.05
C 2.74837 -0.64972 4.08457 0.99 -0.88 -0.41
C 3.21667 -1.62162 2.94437 0.51 0.41 2.44
O 4.06017 -2.46352 3.17187 0.17 -0.12 -0.28
O 2.66977 -1.38912 1.81827 -0.94 0.71 -1.54
H -4.73273 -2.59662 0.79167 -0.05 -0.01 -0.06
H -4.80943 -0.84632 0.55467 -0.04 -0.02 -0.06
H -5.66813 -1.58882 1.90617 -0.07 0.00 -0.02
H -2.85683 -3.47652 1.92757 0.06 -0.02 -0.06
H -0.81623 -3.14572 3.30077 0.01 -0.09 0.01
H -1.94643 0.86908 4.05357 -0.05 0.16 0.04
H -3.99893 0.56818 2.68597 -0.04 0.08 -0.02
H 2.78797 -1.15272 5.05207 0.19 0.03 -0.15
H 3.45677 0.19498 4.06947 -0.17 -0.15 0.13
C 3.29977 -3.44892 -1.95443 -0.08 -0.25 -0.09
C 2.35697 -4.37372 -2.72213 -0.08 0.33 0.14
C 0.91577 -3.85772 -2.74413 0.08 -0.29 -0.54
N 0.37357 -3.79012 -1.40853 0.00 -0.23 0.11
C 0.01357 -2.65112 -0.78853 -0.50 0.51 -0.57
S 0.24727 -2.52922 0.86697 0.19 0.00 0.58
N -0.57873 -1.63812 -1.47333 0.92 -0.27 0.90
C -1.43953 -1.71302 -2.56593 -0.71 1.74 -0.68
O -1.68013 -2.77882 -3.12443 -0.24 -1.26 -0.40
C -2.06733 -0.44292 -2.93983 0.72 -1.32 0.42
C -3.16883 -0.50912 -3.80813 -0.52 0.00 -0.47
C -3.86663 0.61958 -4.16853 0.11 -0.43 0.00
C -3.46903 1.86538 -3.69883 -0.24 0.64 -0.03
C -2.37113 1.95028 -2.85443 0.16 -0.07 0.21
C -1.67793 0.82118 -2.47463 0.09 0.54 0.29
H 4.32607 -3.80372 -2.04243 0.08 0.07 0.07
H 3.04197 -3.40602 -0.89823 0.00 0.07 0.12
H 3.24597 -2.43632 -2.35023 0.03 0.10 -0.05
H 2.37877 -5.36722 -2.26693 0.00 -0.12 -0.07
H 2.70077 -4.47402 -3.75493 -0.06 -0.10 -0.01
H 0.28137 -4.50502 -3.35823 0.08 0.21 -0.05
H 0.89657 -2.85572 -3.17253 -0.11 -0.07 -0.06
H 0.70927 -4.50722 -0.78023 -0.03 0.22 0.07
H -0.53673 -0.76032 -0.96973 -0.09 -0.24 -0.15
H -3.45493 -1.47882 -4.18163 -0.06 -0.15 -0.01
H -4.73043 0.53398 -4.81223 -0.07 -0.01 -0.12
H -4.00113 2.75778 -3.99163 -0.08 0.12 -0.03
H -2.03863 2.90508 -2.47443 0.04 0.23 0.00
H -0.81973 0.95218 -1.83603 0.17 -0.01 0.04
Br -0.33593 5.11388 3.92767 0.00 -0.17 -0.15
C -0.72383 3.65928 2.76647 -0.77 0.85 -0.17
C -1.80963 3.75688 1.88397 0.65 -1.29 -0.06
C -2.05733 2.62398 1.09267 -0.33 1.34 0.54
C -1.25243 1.52668 1.19927 1.00 -0.77 0.42
N -0.16923 1.47188 2.02027 -1.36 1.85 -0.24
C 0.07607 2.55268 2.81277 0.12 -1.15 -0.27
H -2.42443 4.63938 1.83067 -0.03 0.10 0.03
H -2.89033 2.60848 0.40777 -0.03 -0.08 -0.13
H -1.45043 0.63108 0.63207 0.04 -0.01 -0.09
H 0.90507 2.46898 3.50257 0.03 -0.04 -0.11
C 4.60437 1.10968 -2.84103 -0.37 -0.05 0.19
C 3.34257 0.51438 -2.23603 0.65 -0.58 -0.34
O 2.40037 1.54138 -1.97153 -0.50 0.62 1.14
P 1.78007 1.58748 -0.46953 0.33 0.98 -2.03
O 0.92227 0.36618 -0.29293 0.29 -0.35 1.19
Te 3.44367 1.94608 1.19407 -0.43 -0.14 0.04
O 0.77917 2.83128 -0.65543 0.13 -0.68 0.44
C 1.34897 4.07318 -1.03593 0.33 0.74 -0.25
C 0.51327 5.23008 -0.51803 0.16 -0.43 -0.03
H 5.25867 0.31008 -3.18053 0.08 -0.05 -0.04
H 5.13257 1.70858 -2.10133 0.04 0.06 0.02
H 4.33617 1.74038 -3.68653 0.06 0.03 -0.09
H 3.58327 -0.02362 -1.30993 -0.04 -0.07 -0.17
H 2.87397 -0.18192 -2.94053 0.02 0.05 0.18
H 1.40427 4.09728 -2.12983 0.05 -0.02 0.14
H 2.36787 4.12968 -0.62753 -0.10 0.13 -0.14
H -0.51813 5.12048 -0.83843 -0.17 0.04 -0.09
H 0.91727 6.15788 -0.91373 0.00 0.14 -0.04
H 0.53677 5.27218 0.56707 0.02 0.00 0.16
```
Positions in Å, forces in eV/Å.

For the relative energy (zero: lowest compared OMol25 entry of this formula, charge and spin), the calculation gives 2.732 eV. As for the total charge: -1. The expectation value of S² is 2.03. The value obtained for the LUMO energy (alpha / beta) is 1.31 / 0.11 eV. Its multiplicity is 3. The calculation puts the total energy at -164559.0596 eV. As for the HOMO energy (alpha / beta): -1.4081 / -5.3391 eV. For the HOMO-LUMO gap (alpha / beta), the calculation gives 2.72 / 5.45 eV.

Atomic partial charges in e from the Mulliken method, atoms 1 to 4:
1 Pt 0.72
2 C -1.61
3 C 0.87
4 C -0.53